1.
The following is a DFT calculation (ωB97M-V/def2-TZVPD) of a 8-piece molecular cluster, C30H75BF8N8O16S4 overall at a distorted geometry.

Kohn-Sham gap ... 6.01 eV
Charge ... +2
Largest force on an atom ... 8.62 eV Å⁻¹

Each line ends with the Mulliken charge.
Geometry (Å):
H: 7.44345 5.28798 -3.85835  0.310
F: -6.95453 3.10792 -4.40290  -0.373
C: -7.44482 -4.27943 1.87554  -0.764
N: -1.44877 3.28528 -9.32143  0.133
H: -0.08768 4.94779 -8.75515  0.386
C: -6.77786 -0.99476 3.23384  -0.606
C: 6.52538 3.30640 1.51019  -0.397
O: 0.38719 -10.55024 -2.57866  -0.234
C: 1.02592 -10.61581 -3.81523  -0.479
C: -9.36391 -2.06713 6.44016  -0.792
H: -9.82152 -2.77241 7.13389  0.327
C: -1.34066 5.77229 4.31536  -0.671
C: -6.95576 -2.37939 6.35420  -0.454
C: -0.24540 6.39615 3.51248  -0.579
C: -2.18467 2.45962 -8.55255  -0.311
H: -7.22494 -5.27626 2.25776  0.246
H: 1.39280 5.07641 5.51430  0.224
C: -0.08081 -7.59730 -2.87401  -0.493
C: 1.55696 7.86321 3.77273  -0.854
H: 2.79209 5.98955 9.29483  0.272
N: -0.84575 4.76518 5.38642  -0.153
S: 4.85473 -6.72551 0.38826  1.020
H: -8.50866 -4.10133 2.03247  0.306
H: 0.07260 -11.44109 -0.77848  0.251
O: -1.55895 -6.80926 -4.66449  -0.365
B: -7.05770 3.55126 -3.15389  0.592
H: -1.64874 4.72874 5.99797  0.359
H: -0.29963 5.54862 7.95587  0.397
H: 7.34755 4.51075 -1.24891  0.359
F: 4.35510 -5.40135 -0.41078  -0.333
H: -1.93697 -8.50797 -3.62849  0.344
H: -7.02901 -1.57506 7.08617  0.393
H: -7.40128 -1.91608 1.37667  0.489
F: 0.21058 -1.16762 4.92845  -0.324
O: 0.67381 0.94084 0.85002  -0.595
H: 1.72546 -11.36222 -1.22819  0.359
N: -1.12830 3.93564 -7.18983  0.123
H: 1.84602 -8.16261 -3.36400  0.325
H: 1.06967 5.89010 9.75883  0.335
S: -0.09349 -0.15320 1.38884  1.009
C: -1.46578 3.22108 -10.80298  -0.548
O: 5.91744 -9.20371 1.07251  -0.548
O: 5.82194 -5.96276 1.11593  -0.540
O: -6.62849 -3.38037 2.64560  -0.282
H: -2.84127 1.69467 -8.94001  0.404
C: -5.76507 -2.17640 5.42345  -0.685
O: 6.98507 6.35903 -2.21670  -0.359
H: 0.03794 6.88480 6.93292  0.360
H: 5.68187 3.53766 0.85972  0.318
F: -1.58059 0.35976 0.97338  -0.304
H: -1.44916 -4.97493 -5.52627  0.260
H: 1.22372 8.56308 3.00642  0.336
C: 1.78731 6.35508 9.08290  -0.759
C: 0.73726 -11.58574 -1.63018  -0.832
H: -6.53214 -0.00373 2.85229  0.418
C: -6.61726 -2.03257 2.12490  -0.454
H: -2.92844 -5.19195 -4.55027  0.295
H: -7.15958 -4.10239 0.83853  0.330
C: 6.93300 4.55219 2.11760  -0.714
C: 6.87233 5.47754 -1.08286  -0.303
H: 6.48204 6.73863 -4.05493  0.278
H: 1.27648 -7.37971 -4.51900  0.395
C: -1.50803 -7.53479 -3.38966  -0.624
O: -0.16937 -2.79258 3.33897  -0.571
C: 7.41963 6.27717 0.05792  -0.649
C: 0.52417 4.83977 6.12879  -0.700
N: 5.21684 -7.47313 -0.93570  -0.247
H: -0.74977 2.21300 -12.53528  0.360
C: 6.63106 5.86642 -3.41843  -0.792
O: 3.62671 -7.16001 1.12447  -0.596
H: 8.72138 4.89786 0.92605  0.412
S: 0.41906 -1.43867 3.35233  1.015
S: 6.39048 -8.39629 -0.09976  1.046
H: 0.30241 5.62997 2.96387  0.352
H: -6.98668 -3.35270 6.84392  0.337
H: -1.57229 1.14422 -11.37390  0.340
H: -0.41860 -9.35618 -4.97868  0.300
H: -1.88898 5.16186 3.59786  0.407
N: 7.89349 5.39269 1.22577  -0.172
H: -1.95494 6.53105 4.80016  0.342
H: 0.67896 3.82940 6.50731  0.459
H: -7.77375 -0.96634 3.67600  0.263
O: 0.54121 7.05133 4.39995  -0.219
H: 2.10190 -10.56564 -3.64835  0.364
C: -0.69073 4.53862 -5.90524  -0.755
O: 7.60907 2.73447 0.73746  -0.388
H: 5.80438 5.35618 -0.90159  0.309
H: -2.64259 2.53727 -6.36340  0.460
H: 0.61937 -12.63564 -1.89831  0.327
H: -2.52895 3.34535 -11.00869  0.356
H: 8.35377 6.72840 -0.27655  0.413
H: 6.20636 2.60752 2.28343  0.555
H: -5.63882 -1.99309 1.64616  0.298
O: 1.86034 -1.29845 3.16819  -0.555
F: -7.65624 2.67591 -2.35327  -0.363
H: 7.43933 0.85794 1.22531  0.321
C: 0.44191 5.92349 7.25039  -0.425
H: -4.82606 -2.01393 5.95256  0.480
F: 6.46834 -9.44999 -1.29276  -0.249
H: 1.96389 8.42195 4.61553  0.289
H: 6.76711 7.07203 0.41918  0.260
O: 7.73568 -7.75726 -0.02402  -0.547
H: -4.82896 -0.90551 4.15467  0.417
H: -5.95106 -0.21655 4.98775  0.363
H: 0.89478 -11.60780 -4.24751  0.442
H: 5.77792 5.18967 -3.46604  0.322
H: -9.22042 -1.18592 7.06545  0.338
H: 8.08668 1.03670 -0.41452  0.251
H: -2.11274 -7.02016 -2.64295  0.434
N: 0.97035 -8.08197 -3.86080  -0.179
H: 7.57266 4.38596 2.98438  0.390
N: -0.47398 -0.24979 3.01411  -0.151
H: -0.83794 3.84601 4.96787  0.429
H: 2.42424 7.35650 3.34946  0.301
H: 0.35596 4.82759 -6.00030  0.347
H: 1.03002 -9.48124 -5.61701  0.455
H: -1.43354 -4.91263 -3.76220  0.334
C: -0.76409 4.14752 -8.49353  -0.075
H: -0.55124 7.17608 2.81515  0.495
H: 0.17456 -6.56940 -2.61654  0.432
C: -1.86553 -5.42204 -4.62359  -0.738
H: 0.12547 1.72325 -11.18051  0.337
H: 1.62593 7.42911 9.17524  0.303
C: 0.60794 -9.40251 -4.61514  -0.749
H: 0.13311 -8.20755 -1.99655  0.374
F: -5.78031 3.79454 -2.64615  -0.454
H: 6.16240 5.20958 2.52024  0.308
H: -5.69944 -3.02447 4.74186  0.294
C: -2.10449 2.88500 -7.23285  -0.466
H: -0.99945 4.17852 -11.03524  0.349
H: 6.39599 1.47894 -0.13176  0.320
H: 8.42248 6.04247 1.78973  0.378
H: -0.90890 3.80764 -5.12668  0.286
C: -0.88933 1.98731 -11.47807  -1.049
H: -1.19498 5.47898 -5.68262  0.323
C: 7.39056 1.45320 0.31351  -0.732
H: -10.14363 -1.89263 5.69876  0.263
N: -5.78821 -1.04746 4.43715  -0.258
O: 1.78719 5.93623 7.73621  -0.301
O: -8.17138 -2.31541 5.68066  -0.269
O: -0.01035 -1.35832 0.57915  -0.521
F: -7.56799 4.82498 -3.24144  -0.402


2.
The following is a DFT calculation (ωB97M-V/def2-TZVPD) of C25H25BrCrF6N3O5S8 as an isolated structure.

Kohn-Sham gap (spin up / spin down) ... 6.12 / 6.12 eV
Charge ... -2
⟨S²⟩ ... 0.7714
Spin multiplicity ... 2
Largest force on an atom ... 0.72 eV Å⁻¹

Each line ends with the Löwdin spin population.
Geometry (Å):
C: 1.21633 -0.43712 -4.64710  0.000
C: -3.29131 -4.17384 -0.35535  0.000
H: 0.46265 -6.09739 1.17083  0.000
C: -0.49194 4.15687 0.57565  0.000
H: -6.43507 -1.56270 0.35284  0.000
H: -0.48603 -5.06539 -2.31809  0.000
H: -7.00649 -4.37744 -1.97857  0.000
H: -7.24971 -4.47099 0.55982  0.000
O: -0.12665 -2.47875 0.03493  0.019
S: 3.51272 -2.66474 3.18482  0.014
H: -4.75761 7.98480 4.99989  0.000
H: -5.41236 -5.13248 -1.85174  0.000
C: -5.69777 -3.41212 -0.53600  0.000
C: -4.18966 6.26340 3.84290  0.000
C: -1.42742 -2.68498 -0.10228  0.005
H: -5.58616 -3.59480 -2.69820  0.000
C: -2.73828 8.11631 4.27738  0.000
S: 1.29257 6.42647 3.57482  0.000
C: 0.04477 -5.07545 -1.36222  0.000
H: -0.88365 -5.27566 1.97663  0.000
F: 2.51797 -0.68544 -4.54129  0.000
S: 1.10016 4.57223 1.23890  0.000
C: 0.39012 5.61415 2.41815  0.000
C: 2.62857 -1.96398 1.98908  -0.001
O: 0.62477 -0.90493 -2.15081  -0.001
O: 2.56858 3.03073 -1.26317  0.000
F: 0.59486 -1.57342 -4.98049  0.000
S: 1.27095 -0.87077 2.22436  -0.063
H: 0.71919 -5.93662 -1.35236  0.000
C: -3.18600 5.64034 3.12032  0.000
F: 4.72901 1.10689 -0.91759  0.000
S: 2.82377 -2.16077 0.28068  -0.020
H: -2.22986 -6.59032 -1.28435  0.000
N: 1.39940 1.43112 -2.78542  0.000
S: 2.23683 1.66904 -1.48692  0.003
C: -3.97209 7.50243 4.43082  0.000
H: -3.67762 -5.18019 -0.44619  0.000
C: -1.94290 6.25611 2.98434  0.000
C: -0.18515 -5.21679 1.13784  0.001
H: -0.94871 -7.33198 -0.32239  0.000
H: 0.64462 -4.17178 -1.28540  0.000
H: -2.38492 -6.69455 0.48101  0.000
H: -2.55628 9.08795 4.72082  0.000
O: 1.84600 0.83889 -0.35203  0.014
C: -4.20631 -3.11597 -0.38046  -0.002
H: -5.65361 -5.22532 0.67900  0.000
H: -7.59121 -2.39231 -0.69342  0.000
Cr: 0.87205 -0.95605 0.03852  1.033
F: 3.77613 -0.36336 -2.18930  0.000
C: -2.34079 -1.63568 -0.11530  0.000
C: -5.93912 -4.17711 -1.84504  0.000
C: -0.95019 -5.18799 -0.19587  0.000
C: -1.68354 -6.52430 -0.33985  0.000
H: -3.34571 4.68431 2.64506  0.000
N: -1.44683 4.77324 1.21195  0.000
C: -6.53632 -2.13437 -0.57155  0.000
H: -5.14980 5.77264 3.94583  0.000
Br: -1.65878 0.13440 0.02204  -0.002
C: -6.17758 -4.26880 0.64430  0.000
N: -0.94650 5.58903 2.22376  0.000
H: -4.34912 -0.96420 -0.27175  0.000
C: -1.72286 7.50443 3.55608  0.000
C: 3.87561 0.93637 -1.92413  0.001
O: -0.84424 0.56191 -3.48106  0.000
H: -6.24820 -1.48998 -1.40411  0.000
H: -0.76433 7.98239 3.43726  0.000
S: 0.47711 0.20599 -3.08382  0.000
F: 1.03533 0.44563 -5.63166  0.000
H: 0.43534 -4.33268 1.26453  0.001
H: -5.99526 -3.75375 1.58933  0.000
C: -3.70447 -1.83186 -0.25560  0.000
C: -1.92208 -4.00518 -0.21957  -0.002
S: -0.65817 3.10956 -0.74762  0.000
F: 4.37565 1.54810 -3.00727  0.000


3.
The following is a DFT calculation (ωB97M-V/def2-TZVPD) of a 2-piece molecular cluster, C3H8FN2 overall at a distorted geometry.

Kohn-Sham gap ... 9.93 eV
Charge ... +1
Largest force on an atom ... 5.93 eV Å⁻¹

Each line ends with the natural charge from an NBO analysis.
Geometry (Å):
H: 1.11380 0.76657 1.09037  0.409
H: -1.76464 -1.19105 1.35483  0.277
C: -0.84094 -0.68095 1.35236  -0.756
H: -1.62389 0.97697 0.26274  0.239
F: -0.64889 -1.72535 -1.46291  -0.330
H: -1.45620 -0.67821 -3.48863  0.421
C: -0.74975 0.53191 0.70286  0.301
N: -1.11241 -0.02230 -2.78808  -0.771
N: 0.35410 1.28612 0.66548  -0.699
H: -0.19095 -1.51160 1.15578  0.291
C: -0.90834 -0.41504 -1.55817  0.457
H: 0.43617 2.33332 0.49774  0.455
H: -0.62322 -0.36992 2.37609  0.278
H: -1.08301 0.94062 -3.04035  0.427


4.
The following is a DFT calculation (ωB97M-V/def2-TZVPD) of a 4-piece molecular cluster, C24H59N6O12P overall at a distorted geometry.

Kohn-Sham gap ... 8.98 eV
SMILES ... [H]/N=C(\N)NCCCCOC(=O)OP(=O)(O)O.COCCNCCOC.COCCNCCOC.COCCNCCOC
Largest force on an atom ... 2.06 eV Å⁻¹

Each line ends with the Mulliken charge.
Geometry (Å):
H: -2.25566 4.60637 -4.85824  0.400
H: -7.41337 -3.46681 2.01726  0.284
H: 4.93748 -3.09328 1.35357  0.379
H: 1.18062 6.91014 2.77877  0.311
O: -1.92560 -0.13573 0.90680  -0.230
C: 3.98748 5.03714 2.67187  -0.238
H: 3.44737 -3.53468 2.20742  0.132
H: 3.23026 -5.27661 0.45068  0.118
C: -2.12697 -0.48055 -4.38932  -0.342
H: -2.20813 0.12277 -6.44163  0.448
O: -1.22017 -0.69732 -3.32326  -0.356
H: 2.34293 6.67131 0.10988  0.230
H: 2.62104 -3.91921 -1.39308  0.398
H: -2.73090 2.23404 -4.43448  0.151
H: -1.96292 0.98089 -2.32792  0.135
H: -6.64083 -2.25157 2.77224  0.262
H: 1.40989 -5.91829 1.28912  0.290
H: 0.87013 4.00148 -2.56139  0.100
H: -4.70338 -2.70711 1.01396  -0.170
H: 4.56595 6.43610 4.17533  0.392
H: -4.87444 -4.23484 0.13098  0.527
C: -2.82509 -1.96358 -0.41313  0.275
C: 3.70618 4.09118 -0.29610  -0.550
H: -0.35036 1.56953 -4.71701  0.098
H: 1.69070 8.60374 2.62823  0.243
C: 4.96795 -5.00601 2.30405  -0.813
O: -2.44449 -3.62032 2.54253  -0.340
C: -2.05443 2.51897 -5.25298  -0.166
N: -1.00906 1.53112 -5.48389  -0.298
C: 0.73247 -5.07923 1.46819  -0.598
N: -7.33742 -2.45849 2.06405  -0.641
H: 3.53153 -7.94602 2.66244  0.244
O: 0.61367 -4.24987 0.32470  -0.406
O: -0.70408 -0.05026 2.73346  -0.555
H: -2.08535 -1.81588 -1.20041  0.084
O: 4.05159 -5.99276 2.76167  -0.348
C: -6.91370 -1.91681 0.80803  0.370
H: 5.24328 -7.63618 2.32006  0.354
H: 3.59394 2.73409 1.35449  0.388
C: 3.08446 6.38024 -0.63927  -0.639
H: 1.05565 3.14075 -4.10301  0.287
H: 2.04254 3.17520 0.66173  0.395
H: -4.62599 -1.84379 -1.60033  0.413
H: -3.98942 -0.61923 0.85988  0.578
H: 4.70323 4.49742 -0.08781  0.366
C: 0.54656 3.97098 -3.59981  -0.607
H: -3.00342 0.07666 -4.03597  0.341
H: -0.73218 4.17566 -5.65030  0.409
H: 1.01092 -2.40888 -0.38012  0.126
O: -2.72312 -1.06191 2.82581  -0.138
H: 2.24349 5.30080 1.68334  0.075
H: 0.83677 4.91007 -4.08032  0.399
H: 5.45057 -4.56918 3.18290  0.393
H: -2.48425 -1.47109 -4.68383  0.390
H: 4.08539 6.58348 -0.25051  0.301
C: -1.49112 0.16153 -5.61555  -1.028
H: -3.29134 0.09762 -0.56818  0.199
O: -3.47442 -2.66053 4.63194  -0.747
H: -0.25963 -5.48167 1.67111  0.227
H: -3.33824 -3.99338 2.59419  0.285
N: 3.72807 -4.41188 0.28209  -0.318
H: -2.65227 2.62009 -6.16348  0.399
H: 1.63939 -2.69970 1.23666  0.190
C: -1.05089 0.38538 -2.42246  -0.398
H: -2.35800 -2.60607 0.32961  0.100
H: -0.22032 1.02611 -2.72833  0.292
C: -3.10576 -0.61938 0.22836  -0.588
H: 2.92104 6.99642 -1.52364  0.268
C: 3.01482 3.57510 0.96014  -0.721
H: 3.85139 3.23580 -0.96189  0.382
H: 2.90686 5.84543 4.35203  0.406
H: -0.80579 -0.04250 -1.45110  0.116
C: -4.07352 -2.58321 -1.02303  -1.109
C: 1.87701 7.66859 3.15298  -0.736
C: 1.50743 -3.15616 0.24606  0.149
H: 4.00567 -7.25329 1.09812  0.313
H: -6.96673 -3.67172 -0.13204  0.295
H: 1.69053 7.82296 4.22014  0.350
H: -3.75072 -3.39560 -1.67139  0.305
C: -1.69048 -0.40077 2.16717  0.584
N: -6.42876 -2.81473 -0.18485  -0.445
P: -2.44899 -2.44319 3.61162  0.917
H: -0.28587 -2.27699 3.55190  0.319
C: 2.83913 -3.48812 -0.41333  -1.035
H: 1.06980 -4.51796 2.34478  0.254
C: 4.22454 -7.26530 2.17169  -0.744
H: 5.74485 -5.45570 1.67959  0.411
H: 3.38001 -2.55369 -0.59253  0.416
C: -1.45668 3.85999 -4.89429  -0.862
O: 2.94025 5.02737 -1.03114  -0.360
H: -0.63993 -0.45873 -5.90672  0.374
C: 4.24294 -3.91499 1.55047  -0.130
O: -0.99368 -2.44189 4.19099  -0.420
N: 2.77937 4.52184 2.04352  -0.279
N: -6.92589 -0.67222 0.56863  -0.556
H: 4.47119 4.22789 3.22657  0.379
C: -5.00278 -3.15625 0.06290  -0.099
C: 3.66050 6.16262 3.62606  -0.796
H: -7.29810 -0.17855 1.37771  0.268
H: 4.71070 5.42475 1.93988  0.200
O: 3.22437 7.31434 2.91428  -0.353
O: -0.85934 3.80565 -3.60652  -0.328